1.
This record from the OMol25 dataset describes a structure of composition C42H42O2P2V. The level of theory is ωB97M-V/def2-TZVPD.

The molar mass is 691.688 g mol⁻¹. As for the charge: +2. Its highest occupied orbital energy (spin up / spin down) is -12.012 / -12.010 eV. Its spin multiplicity is 2.

XYZ file:
```
89
Properties=species:S:1:pos:R:3:lowdin_spin:R:1
V -2.32208 2.22917 -1.14417 1.03
C -2.10768 5.39074 -2.68009 0.00
C -1.51516 5.61746 -1.49151 -0.01
C -2.10848 6.15067 -0.24776 -0.01
C -3.55717 5.69113 -0.03136 -0.01
C -3.66187 4.20257 -0.04851 -0.09
C -3.81707 3.42318 -1.19792 0.02
C -4.34518 4.06387 -2.50145 0.01
C -3.54182 5.28250 -3.01999 0.00
C -0.99944 -0.90164 0.95997 0.00
H -1.45647 5.35900 -3.57655 0.00
H -0.42052 5.67356 -1.46497 0.00
H -2.07855 7.26041 -0.24118 0.00
H -1.47242 5.83677 0.60021 0.00
H -3.83769 6.00836 0.99103 0.00
H -4.25633 6.21714 -0.70843 0.00
H -3.84230 3.77216 0.94567 0.00
H -4.03008 2.28113 -1.17837 0.00
H -5.41208 4.33326 -2.33326 0.00
H -4.29805 3.27800 -3.27473 0.00
H -3.60375 5.25589 -4.11679 0.00
H -4.04366 6.20851 -2.75020 0.00
H -0.78605 -0.75081 -0.10382 0.00
H -1.13562 -1.96772 1.18176 0.00
H -0.16160 -0.47603 1.52635 0.00
P 0.05939 3.18055 -0.24020 0.04
P -2.43751 0.03134 1.34578 0.00
C -1.00477 2.68036 1.04778 -0.04
C -2.12288 1.75520 0.92422 -0.01
C 1.56815 3.95235 0.37653 0.01
C 1.57771 5.29954 0.81453 0.00
C 2.78850 5.91931 1.10259 0.00
C 4.00057 5.21403 1.00042 0.00
C 3.97520 3.84530 0.68296 0.00
C 2.77282 3.21147 0.39218 0.00
C -0.06274 3.26095 -1.98210 0.01
C -1.31833 3.25937 -2.68506 0.00
C -1.41632 2.70468 -3.99704 0.02
C -0.26835 2.73311 -4.77808 0.00
C 0.91843 3.18761 -4.20481 0.01
C 1.05426 3.37600 -2.85035 0.01
C -2.88563 -0.07328 3.09580 0.00
C -1.92538 0.27008 4.06623 0.00
C -2.18950 0.09023 5.42047 0.00
C -3.42674 -0.42122 5.81738 0.00
C -4.40821 -0.72555 4.87315 0.00
C -4.14297 -0.53907 3.51847 0.00
C -3.84844 -0.39928 0.31922 0.00
C -3.65708 -1.24992 -0.77906 0.00
C -4.65281 -1.38128 -1.74323 0.00
C -5.84941 -0.68745 -1.62802 0.00
C -6.08231 0.10465 -0.50487 0.00
C -5.09486 0.24461 0.47779 0.00
H -0.88761 3.25567 1.97088 0.00
H -3.12407 2.23508 0.86926 0.00
H 0.63199 5.83605 0.90462 0.00
H 2.80373 6.96573 1.40372 0.00
H 4.95636 5.73465 1.16567 0.00
H 4.91148 3.28993 0.65538 0.00
H 2.73844 2.14335 0.16541 0.00
H -2.32560 3.42913 -2.24082 0.00
H -2.36681 2.27131 -4.35423 0.00
H -0.29689 2.43052 -5.83906 0.00
H 1.78807 3.31323 -4.82276 0.00
H 1.99644 3.58932 -2.38264 0.00
H -0.95952 0.66580 3.74437 0.00
H -1.43139 0.33535 6.16467 0.00
H -3.63463 -0.58350 6.87146 0.00
H -5.37361 -1.12619 5.18086 0.00
H -4.90095 -0.76473 2.77284 0.00
H -2.70894 -1.78281 -0.87781 0.00
H -4.47716 -2.03050 -2.59486 0.00
H -6.59935 -0.75660 -2.40816 0.00
H -7.03270 0.62368 -0.38209 0.00
H -5.29120 0.86938 1.34588 0.00
O 1.46885 0.46489 -0.37943 0.02
C 1.48555 -0.48805 -1.21271 0.00
O 0.71888 -0.77212 -2.17029 0.00
C 2.67711 -1.44373 -1.08495 0.00
C 3.01120 -2.27187 -2.17539 0.00
C 4.01586 -3.23793 -2.05888 0.00
C 4.66171 -3.42859 -0.82138 0.00
C 4.34331 -2.59858 0.27244 0.00
C 3.36267 -1.61599 0.13362 0.00
H 2.45058 -2.15210 -3.10035 0.00
H 4.28592 -3.82963 -2.93857 0.00
H 5.38421 -4.23659 -0.70929 0.00
H 4.86756 -2.72521 1.22220 0.00
H 3.10038 -0.95647 0.96129 0.00
```



2.
This record from the OMol25 dataset describes a structure of composition C42H42O3P2Re. The level of theory is ωB97M-V/def2-TZVPD.

The energy above the lowest of the compared OMol25 structures with the same formula, charge and spin is 156.1 kJ/mol. The molar mass is 842.950 g mol⁻¹. As for the charge: +2. Its highest occupied orbital energy (spin up / spin down) is -11.857 / -12.216 eV. Its spin multiplicity is 4.

XYZ file:
```
90
Properties=species:S:1:pos:R:3:lowdin_spin:R:1
Re 0.02545 0.18418 -3.15326 1.83
C -1.84943 0.13473 -1.62638 0.12
C -2.13410 -0.37946 -2.91839 0.03
C -2.89837 0.41825 -3.94768 0.02
C -2.16889 1.65467 -4.50379 0.02
C -0.71200 1.80712 -4.10672 0.02
C -0.35879 2.23085 -2.74659 0.00
C -1.50121 2.66180 -1.83628 0.01
C -2.24579 1.49553 -1.15877 0.02
C 1.94839 0.22676 -3.79051 0.02
H -1.69645 -0.59884 -0.82411 0.00
H -2.28064 -1.46528 -2.98048 0.01
H -3.86677 0.74382 -3.52244 0.00
H -3.14048 -0.26080 -4.78766 0.00
H -2.20500 1.61541 -5.59832 0.00
H -2.68958 2.58564 -4.25114 0.00
H -0.07798 2.23656 -4.87698 0.01
H 0.53529 2.86366 -2.67182 0.01
H -2.21010 3.27599 -2.41574 0.00
H -1.08962 3.31378 -1.05155 0.00
H -2.04143 1.55125 -0.07810 0.00
H -3.33155 1.64524 -1.25771 0.01
H 2.32881 -0.73654 -3.41579 0.01
H 2.55249 1.00634 -3.29766 0.02
H 2.07920 0.27502 -4.88435 0.01
P -0.42552 -1.65910 -6.50352 -0.11
P 1.14487 0.82358 -6.88280 -0.07
C -1.35529 -0.20284 -6.94101 0.00
C -0.62016 0.94139 -7.16213 0.00
C -0.64860 -2.63774 -8.08412 -0.02
C -1.45370 -2.24708 -9.17100 -0.01
C -1.36431 -2.93226 -10.38942 0.00
C -0.51265 -4.03295 -10.51510 -0.01
C 0.19965 -4.50252 -9.40129 0.00
C 0.11732 -3.82050 -8.18102 -0.01
C -1.39061 -2.74957 -5.39031 -0.01
C -0.81671 -3.03936 -4.13780 0.01
C -1.44026 -3.92047 -3.25557 0.00
C -2.59030 -4.61344 -3.65958 0.00
C -3.21590 -4.26779 -4.86973 0.00
C -2.57781 -3.39459 -5.76019 0.00
C 1.78302 1.01074 -8.62100 -0.01
C 1.61784 -0.07223 -9.51005 0.00
C 2.21471 -0.02466 -10.76842 0.00
C 2.95518 1.10011 -11.15655 0.00
C 3.05253 2.20506 -10.30607 0.00
C 2.44905 2.16759 -9.05176 0.00
C 1.79146 2.43382 -6.22425 -0.01
C 3.07547 2.35946 -5.63965 0.00
C 3.59992 3.45633 -4.97097 0.00
C 2.88044 4.65435 -4.93213 0.00
C 1.69407 4.77870 -5.65966 0.00
C 1.13911 3.67412 -6.31929 0.00
H -2.43232 -0.29603 -7.08107 0.00
H -1.01798 1.89398 -7.51876 0.00
H -2.16152 -1.41998 -9.08501 0.00
H -1.95684 -2.59905 -11.24302 0.00
H -0.39986 -4.52917 -11.47913 0.00
H 0.82423 -5.39674 -9.49076 0.00
H 0.64371 -4.21538 -7.30514 0.00
H 0.11746 -2.53354 -3.85686 0.00
H -1.01485 -4.06755 -2.25893 0.00
H -2.99303 -5.41091 -3.01887 0.00
H -4.19050 -4.69930 -5.15128 0.00
H -2.98091 -3.23910 -6.76355 0.00
H 1.03432 -0.94847 -9.21301 0.00
H 2.11591 -0.87391 -11.44584 0.00
H 3.45690 1.11901 -12.12486 0.00
H 3.60967 3.09303 -10.60501 0.00
H 2.52186 3.05099 -8.41246 0.00
H 3.63736 1.41957 -5.66002 0.00
H 4.56988 3.36256 -4.48173 0.00
H 3.25756 5.49297 -4.34408 0.00
H 1.18916 5.74245 -5.72078 0.00
H 0.21465 3.76921 -6.89622 0.00
O 1.97880 2.12988 1.70042 0.24
C 1.40024 0.96407 2.04370 0.17
C 1.17071 0.69347 3.40848 0.16
C 0.75664 -0.57815 3.80143 0.00
C 0.43372 -1.53835 2.83380 0.25
C 0.56272 -1.24458 1.46945 0.05
C 1.07452 -0.01904 1.05646 0.10
C 1.27477 0.34542 -0.38983 0.02
O 0.61322 -0.36774 -1.25333 0.06
O 2.04893 1.28234 -0.69945 0.03
H 2.18760 2.03596 0.71484 0.00
H 1.35661 1.50456 4.11252 0.00
H 0.71453 -0.80006 4.87338 0.00
H 0.06348 -2.51027 3.14960 0.01
H 0.30117 -1.96862 0.70124 0.00
```